No. 1
50
Properties=species:S:1:pos:R:3 method="wB97M-V/def2-TZVPD" de_lowest_ev=0.000 energy_ha=-1889.1794 homo_lumo_gap_ev=7.16
Au 0.2445 -0.0575 0.4685
C 3.2755 -1.9872 -0.4078
C 2.6038 -2.7227 0.7100
C 3.1856 -3.9057 1.2178
C 2.6149 -4.5246 2.2886
C 1.4488 -3.9879 2.8727
C 0.8575 -4.5558 4.0172
C -0.2806 -4.0011 4.5331
C -0.8794 -2.9007 3.9095
C -0.3451 -2.3147 2.7772
S -1.2393 -1.0151 2.0343
C 0.8821 -2.8373 2.2543
N 1.4859 -2.2361 1.2027
H 4.2023 -2.4777 -0.7008
H 3.4981 -0.9662 -0.0987
H 2.6188 -1.9171 -1.2737
H 4.0817 -4.2999 0.7573
H 3.0440 -5.4284 2.7051
H 1.3200 -5.4225 4.4736
H -0.7335 -4.4181 5.4238
H -1.7965 -2.4915 4.3128
C -1.2177 3.4596 -2.4051
N 0.1141 2.8886 -2.2715
C 1.0636 3.7553 -1.5883
C 0.2952 1.5523 -2.2397
S 1.5502 0.8596 -1.3144
N -0.4750 0.8033 -3.0605
C -0.5366 -0.6419 -2.9327
C -0.9133 1.2983 -4.3565
H -1.4478 4.0003 -1.4880
H -1.9568 2.6735 -2.5286
H -1.2728 4.1523 -3.2493
H 0.8704 4.7816 -1.8991
H 2.0780 3.4817 -1.8632
H 0.9571 3.6669 -0.5048
H -0.5446 -0.9180 -1.8796
H 0.3147 -1.1300 -3.4159
H -1.4624 -0.9831 -3.3967
H -0.6000 2.3276 -4.5008
H -1.9990 1.2299 -4.4574
H -0.4560 0.6879 -5.1399
C -3.1014 3.7932 0.6378
C -2.1812 2.6657 1.0743
N -2.5512 2.0336 2.2004
O -1.1667 2.3909 0.4425
H -3.9309 3.9422 1.3268
H -3.5000 3.5623 -0.3497
H -2.5307 4.7176 0.5645
H -3.4363 2.2216 2.6323
H -2.0520 1.1950 2.4859

No. 2
7
Properties=species:S:1:pos:R:3 method="wB97M-V/def2-TZVPD" de_lowest_ev=0.741 energy_ha=-973.3676 homo_lumo_gap_ev="6.76 / 8.42" multiplicity=3 s2=2.01
C -0.8991 0.0706 0.0120
O 0.2414 0.2171 -0.7841
S 1.5726 -0.7585 -0.6660
Cl 2.7081 0.2621 0.7129
H -0.9533 0.9940 0.6215
H -0.8214 -0.7594 0.6547
H -1.8482 -0.0259 -0.5511

No. 3
12
Properties=species:S:1:pos:R:3 method="wB97M-V/def2-TZVPD" de_lowest_ev=1.356 smiles="O=C(I)C1(O)CC1" energy_ha=-603.5243 homo_lumo_gap_ev=9.89
C -1.3452 0.6181 -0.0019
C 0.8965 0.2337 -0.8411
C 0.9243 0.3125 0.7338
C -0.2654 -0.3143 -0.0252
O -1.2932 1.8114 0.0834
O -0.5070 -1.6510 0.1429
I -3.3167 -0.1971 -0.1135
H 0.8254 1.2114 -1.2550
H 1.5535 -0.5905 -1.1389
H 1.5266 -0.3503 1.2224
H 0.8255 1.2117 1.1468
H 0.1759 -2.2955 0.0463

No. 4
32
Properties=species:S:1:pos:R:3 method="wB97M-V/def2-TZVPD" de_lowest_ev=5.591 smiles="C/C=C/[C@@](CO)(CCC)C(C)=[N+]=N" energy_ha=-576.7343 homo_lumo_gap_ev=7.61 charge=+1
C -2.0777 1.2821 -1.6727
C -1.0620 1.2984 -0.6325
C 3.4274 0.3674 1.1681
C -1.4827 -3.0859 -1.7017
C 2.0355 -0.2205 1.2443
C -1.3601 -1.9170 -0.8624
C 1.2253 0.4078 0.0873
C -0.3712 -1.0318 -0.9694
C -0.9132 -0.0888 1.4070
C -0.2862 0.0950 -0.0224
N 0.3372 3.1844 -0.0833
N -0.5611 2.4609 -0.4723
O -0.2185 0.9288 2.2593
H -1.5907 0.8725 -2.6396
H 3.3588 1.4837 1.4613
H 3.8674 0.3771 0.1574
H 3.9428 -0.0429 2.0870
H -1.7223 -2.6865 -2.6450
H -0.6039 -3.6637 -1.5714
H -2.4050 -3.6360 -1.4418
H 1.9580 -1.2557 0.9523
H 1.6435 -0.1439 2.2704
H -2.0960 -1.6948 -0.0577
H -2.8469 0.4200 -1.2785
H 1.3311 1.5325 0.1240
H 1.6699 0.0732 -0.7949
H -2.5652 2.3340 -1.9338
H 0.4804 -1.1933 -1.6288
H -2.0932 0.0735 1.3993
H -0.7899 -1.1369 1.8917
H 0.1321 3.7729 0.6894
H -0.3633 0.8333 3.2093

No. 5
74
Properties=species:S:1:pos:R:3 method="wB97M-V/def2-TZVPD" de_lowest_ev=0.000 energy_ha=-5137.4573 homo_lumo_gap_ev="7.35 / 8.12" multiplicity=5 charge=+2 s2=6.02
Cr -0.4135 -0.2244 0.1240
C -1.6339 -1.9254 2.7760
C -0.1499 -1.7439 2.8655
C 0.5525 -2.2681 3.9484
C 1.9189 -2.0985 4.0236
C 2.5712 -1.4154 3.0058
C 1.8250 -0.9202 1.9528
N 0.4792 -1.0740 1.8907
C 2.4400 -0.2004 0.8143
C 3.7879 0.1074 0.6934
C 4.2077 0.8013 -0.4317
C 3.2953 1.1776 -1.4064
C 1.9616 0.8360 -1.2295
N 1.5751 0.1593 -0.1415
C 0.8629 1.1584 -2.1698
C 1.0907 1.8021 -3.3722
C 0.0133 2.0508 -4.2111
C -1.2450 1.6385 -3.8243
C -1.4188 0.9915 -2.6027
C -2.7771 0.5271 -2.1823
N -0.3777 0.7684 -1.7849
H -1.9286 -2.8809 3.2071
H -1.9780 -1.8816 1.7425
H -2.1490 -1.1414 3.3344
H 0.0148 -2.8094 4.7143
H 2.4796 -2.5010 4.8561
H 3.6417 -1.2851 3.0393
H 4.5011 -0.1755 1.4520
H 5.2524 1.0554 -0.5472
H 3.6272 1.7256 -2.2745
H 2.0856 2.1019 -3.6628
H 0.1628 2.5521 -5.1576
H -2.1046 1.8041 -4.4579
H -3.4829 0.6170 -3.0047
H -3.1433 1.1115 -1.3397
H -2.7449 -0.5151 -1.8598
N -1.9426 0.8886 1.0437
S -1.7591 2.4825 1.1388
C -2.1359 2.9592 2.8226
C -1.8135 2.0748 3.8407
C -2.0204 2.4573 5.1576
C -2.5297 3.7141 5.4452
C -2.8345 4.5963 4.4176
C -2.6366 4.2261 3.0975
C -3.0731 3.2751 0.2384
C -2.7063 4.0589 -0.8465
C -3.6979 4.6466 -1.6219
C -5.0316 4.4394 -1.3074
C -5.3886 3.6524 -0.2162
C -4.4089 3.0700 0.5666
H -2.8366 0.5752 1.4091
H -1.4035 1.1020 3.6026
H -1.7816 1.7730 5.9603
H -2.6897 4.0094 6.4729
H -3.2326 5.5760 4.6427
H -2.8841 4.9115 2.2972
H -1.6589 4.2112 -1.0787
H -3.4278 5.2706 -2.4628
H -5.8034 4.9005 -1.9085
H -6.4322 3.5055 0.0257
H -4.6792 2.4744 1.4308
C -0.4602 -2.7055 -2.7876
As -1.0059 -2.6512 -0.9201
C 0.2060 -3.9610 -0.1450
C -2.6744 -3.6532 -0.9794
H -0.4727 -3.7298 -3.1578
H 0.5479 -2.3019 -2.8799
H -1.1370 -2.1013 -3.3915
H 0.1375 -4.9089 -0.6773
H -0.0457 -4.1212 0.9032
H 1.2276 -3.5868 -0.2075
H -2.5193 -4.5944 -1.5050
H -3.4417 -3.0768 -1.4941
H -3.0158 -3.8621 0.0336

No. 6
79
Properties=species:S:1:pos:R:3 method="wB97M-V/def2-TZVPD" de_lowest_ev=0.587 energy_ha=-11671.7524 homo_lumo_gap_ev=6.32 charge=-1
Ta 1.7706 -2.9630 0.1632
Se 0.8792 3.1733 4.4983
P 0.3391 2.7171 2.5252
C 0.9929 3.9127 1.3155
C 2.2135 4.5343 1.5730
C 2.7459 5.4288 0.6505
C 2.0530 5.7271 -0.5181
C 0.8312 5.1216 -0.7700
C 0.3098 4.2139 0.1432
C -1.4628 2.6875 2.3505
C -2.1149 1.5080 2.7045
C -3.4974 1.4819 2.8209
C -4.2356 2.6334 2.5815
C -3.5887 3.8151 2.2299
C -2.2032 3.8482 2.1255
C 0.9098 1.0807 1.9756
C 0.9142 0.3272 0.7951
N 1.6214 -0.7863 1.0829
N 2.0241 -0.7473 2.3388
N 1.6135 0.3708 2.8939
P 0.3708 0.3881 -0.8938
Se 0.2573 -1.6479 -1.6259
C 1.5628 1.3359 -1.8248
C 2.6247 1.9540 -1.1786
C 3.5767 2.6350 -1.9273
C 3.4614 2.6945 -3.3073
C 2.4010 2.0654 -3.9551
C 1.4557 1.3768 -3.2156
C -1.2551 1.1346 -1.1168
C -1.4450 2.2582 -1.9207
C -2.7259 2.7598 -2.1220
C -3.8150 2.1336 -1.5297
C -3.6295 1.0048 -0.7394
C -2.3552 0.4987 -0.5383
H 2.7322 4.3131 2.4994
H 3.7007 5.9022 0.8512
H 2.4648 6.4340 -1.2303
H 0.2875 5.3476 -1.6823
H -0.6412 3.7491 -0.0490
H -1.5408 0.6080 2.9007
H -3.9940 0.5571 3.0990
H -5.3168 2.6149 2.6743
H -4.1637 4.7181 2.0520
H -1.7009 4.7794 1.8903
H 2.7309 1.8807 -0.1025
H 4.4152 3.1054 -1.4256
H 4.2141 3.2133 -3.8893
H 2.3348 2.0794 -5.0382
H 0.6585 0.8358 -3.7169
H -0.5965 2.7395 -2.3883
H -2.8701 3.6399 -2.7421
H -4.8135 2.5263 -1.6847
H -4.4790 0.5182 -0.2714
H -2.2115 -0.3782 0.0837
S 5.9049 -3.8763 -2.2083
As 4.1409 -2.8785 -1.7271
S 2.3434 -4.2615 -1.7478
S 4.0200 -2.3846 0.5000
S 3.7530 -1.1200 -2.7926
C -1.9353 -4.6877 -1.9718
C -1.1971 -5.3752 -0.8755
N -0.1244 -4.9387 -0.2553
C 0.2053 -5.8947 0.6689
C -0.6767 -6.9296 0.6120
N -1.5558 -6.5814 -0.3696
C -0.8802 -8.2184 1.3187
O -0.0022 -8.5389 2.2418
O -1.8265 -8.9129 1.0182
C 1.3824 -5.7120 1.5321
O 1.7042 -6.5504 2.3615
O 2.0526 -4.6130 1.3303
H -1.4920 -3.7129 -2.1388
H -2.9873 -4.5510 -1.7112
H -1.8813 -5.2621 -2.8998
H -2.3328 -7.1665 -0.6299
H 0.6861 -7.8132 2.3311
S -2.2928 -2.3741 2.7088
C -0.9068 -2.6544 1.9385
N 0.0871 -2.8519 1.3510